# 1
A structure of composition C18H36N3Pm at a distorted geometry, computed with wB97M-V/def2-TZVPD.

XYZ file:
```
58
C18H36N3Pm, DFT wB97M-V/def2-TZVPD
C 1.0301 -3.0830 -0.5779
H 1.5312 -4.0536 -0.3995
H -0.0505 -3.2533 -0.4082
H 1.4265 -2.4127 0.2258
C 1.3702 -2.6650 -2.0037
H 0.7276 -1.8345 -2.3545
H 2.4046 -2.2908 -2.0364
C 1.2494 -3.8587 -2.9644
H 1.5366 -3.5753 -3.9784
H 1.9113 -4.6686 -2.6400
H 0.2296 -4.2566 -3.0034
C -1.3466 1.6910 0.3341
C -1.5951 1.3036 -1.0153
C -2.1713 -0.0007 -1.0015
C -2.2924 -0.4139 0.3613
C -1.8048 0.6413 1.1864
C -1.8842 0.7132 2.6667
C -2.8692 -1.7012 0.8299
C -2.5537 -0.8095 -2.1879
C -1.3422 2.1438 -2.2114
C -0.8183 3.0071 0.7850
Pm 0.2308 -0.3298 -0.1251
H -2.6380 -1.8866 1.8833
H -3.9646 -1.6959 0.7342
H -2.5032 -2.5575 0.2482
H -1.9650 -0.2802 3.1173
H -1.0202 1.2256 3.1036
H -2.7808 1.2787 2.9579
H -0.1202 3.4498 0.0692
H -1.6395 3.7239 0.9079
H -0.3087 2.9480 1.7508
H -1.2394 1.5373 -3.1152
H -2.1798 2.8355 -2.3755
H -0.4383 2.7517 -2.0992
H -2.2569 -1.8609 -2.0797
H -3.6419 -0.8059 -2.3420
H -2.0972 -0.4254 -3.1049
C 2.5568 -0.3973 4.3757
N 2.9548 0.6448 3.4445
C 4.2871 1.2102 3.6527
C 2.3820 0.6696 2.2257
N 1.4641 -0.2574 1.8847
N 2.7500 1.6516 1.3494
C 3.0600 3.0122 1.7718
C 2.5766 1.4714 -0.1029
H 3.2578 -0.3611 5.1998
H 2.6082 -1.3957 3.9192
H 1.5472 -0.1994 4.7577
H 4.9369 1.0402 2.7742
H 4.2270 2.2809 3.8902
H 4.7085 0.6998 4.5142
H 1.2414 -0.8056 2.7259
H 4.1179 3.2286 1.5692
H 2.4424 3.7308 1.2133
H 2.8373 3.1409 2.8374
H 2.8789 0.4295 -0.4040
H 1.5254 1.7403 -0.4276
H 3.2540 2.1911 -0.6112
```

Summary:
- total charge = +2
- HOMO-LUMO gap (spin up / spin down) (eV) = 7.777 / 8.062
- spin multiplicity = 5

Here are the Löwdin charges for atoms 1 to 6, given in e: -0.17, 0.12, 0.08, 0.02, -0.34, 0.07

=====

# 2
A cluster of 12 separate species, C18H37BrCl24O6P3S in total at a distorted geometry, computed with wB97M-V/def2-TZVPD.

XYZ file:
```
90
C18H37BrCl24O6P3S, DFT wB97M-V/def2-TZVPD
C 4.8342 4.1432 -2.1982
C 4.0323 4.5804 -0.9740
C 2.4972 4.4643 -1.0791
Cl 1.7630 6.1033 -0.9918
C 2.0226 3.6415 -2.2694
O 2.3589 2.3212 -1.9934
P 1.5177 1.1696 -2.9940
S 3.0157 1.6288 -4.6651
C 0.5042 0.0769 -4.2161
C 0.6881 -1.3460 -3.9739
O 1.2017 -2.1569 -4.6735
Cl 0.0061 -1.9154 -2.3926
O 0.4365 2.4996 -3.4616
C 0.5183 3.5711 -2.6220
Br -0.5505 3.2858 -0.9484
P -0.1698 4.9497 -3.7072
P -2.3095 4.9719 -3.3272
O -2.8163 5.6237 -2.1057
O -2.8329 5.6491 -4.6841
O -2.8250 3.4581 -3.4308
H 4.5327 3.1699 -2.5776
H 5.8878 4.0538 -1.9231
H 4.7809 4.8573 -3.0212
H 4.4080 4.0421 -0.1098
H 4.2713 5.6314 -0.8055
H 2.1366 3.9398 -0.1965
H 2.4578 4.0212 -3.2080
H 0.6296 0.8330 -1.9350
H 2.3793 0.1080 -2.5701
H 4.0926 1.1050 -4.0771
H 0.8573 0.2975 -5.2216
H -0.5469 0.3640 -4.1770
H 0.2214 6.1822 -3.1704
H -3.7665 5.4319 -4.8096
H -3.4136 3.3330 -2.6703
C -3.2033 -2.6647 -0.9925
Cl -3.6383 -4.2819 -0.3975
Cl -3.4641 -1.4124 0.2213
H -2.1535 -2.6783 -1.2571
H -3.8137 -2.4373 -1.8582
C 4.5095 2.0030 2.3323
Cl 3.6588 1.6342 0.8336
Cl 5.4941 3.4771 2.1919
H 3.7852 2.1490 3.1246
H 5.1631 1.1766 2.5730
C -6.6348 -6.2283 0.0624
Cl -7.3992 -5.9104 -1.5017
Cl -7.7037 -5.8335 1.4137
H -6.3878 -7.2819 0.1157
H -5.7440 -5.6159 0.1326
C -10.1547 -8.5537 -1.9035
Cl -9.6935 -10.2435 -1.6511
Cl -11.0596 -8.3298 -3.4061
H -10.7798 -8.2418 -1.0762
H -9.2540 -7.9557 -1.9509
C 7.5037 1.3622 -0.1695
Cl 6.6558 0.9794 -1.6656
Cl 8.4875 2.8295 -0.3059
H 6.7704 1.5214 0.6120
H 8.1590 0.5359 0.0780
C -4.0031 1.5179 2.3085
Cl -4.8084 3.0801 2.5689
Cl -2.6014 1.6584 1.2492
H -3.6847 1.1515 3.2794
H -4.7170 0.8404 1.8533
C -4.8083 1.9655 6.2857
Cl -6.1439 1.3980 7.2949
Cl -3.9056 0.6244 5.5631
H -5.2096 2.5734 5.4839
H -4.1278 2.5388 6.9025
C -1.4454 -7.3819 1.1204
Cl -1.0210 -8.3030 2.5677
Cl -3.1925 -7.1759 0.9511
H -0.9937 -6.3996 1.1889
H -1.0784 -7.9140 0.2520
C -2.5200 -2.1445 -5.4502
Cl -3.6090 -2.2569 -6.8439
Cl -2.7940 -0.6823 -4.5010
H -2.6886 -3.0056 -4.8152
H -1.4978 -2.1329 -5.8114
C 5.6189 0.4687 6.1561
Cl 6.6422 0.8992 4.7786
Cl 3.9558 0.1219 5.6609
H 6.0250 -0.4145 6.6360
H 5.6068 1.3027 6.8476
C 7.0099 -1.3678 10.1438
Cl 6.1377 -1.7221 8.6459
Cl 7.9737 0.1067 10.0133
H 6.2844 -1.2382 10.9370
H 7.6721 -2.1972 10.3585
```

Summary:
- total charge = -1
- HOMO-LUMO gap (eV) = 6.890

Here are the Löwdin charges for atoms 1 to 6, given in e: -0.11, -0.28, -0.64, 0.61, -0.54, -0.39

=====

# 3
A structure of composition C18H37CeO2P3 at a distorted geometry, computed with wB97M-V/def2-TZVPD.

XYZ file:
```
61
C18H37CeO2P3, DFT wB97M-V/def2-TZVPD
Ce 0.3323 -1.1561 -0.2754
P 3.1234 -0.1827 0.2608
P 1.1716 -1.8873 2.6860
P -0.3470 1.2294 1.5627
H -4.5717 -1.1831 -6.3908
C -4.4296 -0.1164 -6.1788
C -3.2814 0.5205 -6.4638
H -2.4342 0.0190 -6.9567
C 4.5622 -0.8617 -0.6377
C 3.9804 0.2274 1.8318
C 3.0250 1.4880 -0.5020
C -0.4631 -2.3690 3.3781
C 2.1901 -3.2377 3.3775
C 1.6577 -0.5983 3.9100
C -0.9419 2.3583 0.2549
C 0.4150 2.5123 2.6469
C -1.9236 0.9939 2.4806
H -5.2702 0.4242 -5.7236
H -3.1690 1.5918 -6.2318
H 4.2688 -1.1768 -1.6467
H 4.9813 -1.7232 -0.1032
H 5.3164 -0.0655 -0.7038
H 4.1874 -0.6898 2.4010
H 3.3785 0.9098 2.4484
H 4.9361 0.7122 1.5855
H 2.4710 1.4498 -1.4520
H 4.0630 1.7927 -0.6900
H 2.5374 2.2018 0.1767
H -0.3144 -2.6419 4.4360
H -0.8351 -3.2396 2.8205
H -1.1920 -1.5482 3.2879
H 2.0769 -3.2901 4.4710
H 3.2500 -3.0768 3.1439
H 1.8859 -4.1945 2.9407
H 1.1304 -0.7970 4.8518
H 1.3838 0.4024 3.5498
H 2.7416 -0.6235 4.0895
H -1.3843 3.2313 0.7465
H -1.6811 1.8754 -0.3916
H -0.0976 2.6824 -0.3608
H -0.0682 3.4854 2.4752
H 1.4829 2.6216 2.4181
H 0.3100 2.2658 3.7109
H -2.5157 1.9171 2.4628
H -1.7286 0.7105 3.5207
H -2.4965 0.1953 2.0025
C -1.8672 -0.3975 -2.6840
C -3.1736 -0.8507 -2.3758
C -4.2762 -0.0368 -2.6522
C -4.0983 1.1949 -3.3050
C -2.8183 1.6029 -3.6692
C -1.7264 0.7773 -3.4644
O -0.7915 -1.0219 -2.1598
H -1.4409 -1.1023 0.2975
H -3.2393 -1.7990 -1.8170
H -5.2740 -0.4176 -2.3808
H -4.9709 1.8074 -3.5662
H -2.7128 2.5516 -4.1994
H -0.7383 1.0272 -3.8480
O 3.1530 -3.6165 0.2902
C 2.2606 -2.8780 0.3142
```

Summary:
- total charge = +3
- HOMO-LUMO gap (spin up / spin down) (eV) = 4.871 / 4.649
- spin multiplicity = 2

Here are the Löwdin charges for atoms 1 to 6, given in e: 0.98, 0.75, 0.76, 0.76, 0.08, -0.02

=====

# 4
A structure of composition C18H37Cl3NO2PPdSe2, computed with wB97M-V/def2-TZVPD.

XYZ file:
```
65
C18H37Cl3NO2PPdSe2, DFT wB97M-V/def2-TZVPD
Pd -0.5712 0.2351 0.6710
C 2.9479 -0.2343 -0.1736
Se 1.3716 -1.3656 -0.0719
C 1.7417 -2.2171 1.6538
C 1.8743 -1.2384 2.8075
Se 0.1475 -0.3860 3.1441
C 0.7293 1.2377 4.0236
H 3.8200 -0.8532 0.0292
H 2.8928 0.5992 0.5215
H 3.0077 0.1349 -1.1951
H 2.6635 -2.7854 1.5155
H 0.9293 -2.9298 1.8086
H 2.6229 -0.4685 2.6182
H 2.1490 -1.7643 3.7248
H 1.4232 1.7815 3.3879
H 1.2061 0.9557 4.9602
H -0.1641 1.8239 4.2231
Cl -5.2591 -0.4464 2.3651
C -3.9456 -1.5805 2.0886
Cl -4.4093 -2.7988 0.9079
Cl -3.4416 -2.3397 3.6136
C -2.6973 -0.8339 1.6149
O -1.8246 -1.4689 0.9476
O -2.5172 0.3604 1.9194
C -1.4567 4.2760 1.0641
C -2.0257 3.9269 -0.3205
C -3.2717 3.0597 -0.0896
C -2.4404 5.2091 -1.0572
P -0.7432 3.0261 -1.3256
N -0.0812 1.9018 -0.2003
C -1.4611 1.9602 -2.6888
C -2.4165 2.7994 -3.5501
C -2.2130 0.7513 -2.1067
C -0.3696 1.3733 -3.5959
C 0.6905 4.0984 -1.8162
C 1.0386 5.0465 -0.6595
C 1.9421 3.2421 -2.0846
C 0.3474 4.9321 -3.0571
H -2.2715 4.7232 1.6324
H -0.6450 4.9966 1.0370
H -1.1310 3.3871 1.6085
H -3.9485 3.6506 0.5263
H -3.0555 2.1477 0.4691
H -3.8070 2.8155 -1.0047
H -3.2216 5.6846 -0.4641
H -2.8582 5.0121 -2.0442
H -1.6266 5.9252 -1.1521
H -3.3330 3.0671 -3.0275
H -2.6977 2.1919 -4.4109
H -1.9513 3.7070 -3.9335
H -2.9629 0.9907 -1.3554
H -1.5096 0.0009 -1.7118
H -2.7275 0.2557 -2.9320
H 0.1157 2.1195 -4.2176
H -0.8605 0.6666 -4.2656
H 0.3851 0.8178 -3.0380
H 1.2706 4.5095 0.2606
H 0.2630 5.7826 -0.4597
H 1.9333 5.5938 -0.9542
H 2.1438 2.5480 -1.2675
H 2.7897 3.9241 -2.1446
H 1.9022 2.6954 -3.0186
H -0.5251 5.5678 -2.9129
H 0.1969 4.3236 -3.9452
H 1.1972 5.5864 -3.2538
```

Summary:
- total charge = +2
- HOMO-LUMO gap (spin up / spin down) (eV) = 9.813 / 6.224
- spin multiplicity = 5

Here are the Löwdin charges for atoms 1 to 6, given in e: 0.69, -0.35, 1.02, -0.50, -0.47, 1.14